C18H13N3S2 | the ωB97M-V functional and the def2-TZVPD basis

XYZ file:
```
36
Properties=species:S:1:pos:R:3:forces:R:3:lowdin_charge:R:1
S -3.4384 -3.0696 -6.7705 1.34 2.90 4.46 0.62
C -3.1230 -2.1456 -5.3721 -2.56 2.65 1.80 -0.56
N -3.2399 -1.2358 -4.3140 1.59 -7.06 -3.83 0.02
C -2.9471 -1.9383 -3.0067 1.30 -1.41 4.10 -0.16
C -3.7670 -3.2594 -2.4468 2.53 0.82 2.33 -0.02
C -3.3840 -3.9767 -0.9886 2.44 3.22 -0.76 -0.05
C -2.1520 -3.3795 -0.0339 -1.27 2.21 -4.20 -0.07
C -1.3662 -2.0571 -0.6080 -2.61 -0.57 -2.08 -0.38
C -1.7297 -1.3003 -2.0545 -2.28 -3.24 1.02 -0.12
N -0.9992 -0.0658 -2.5360 0.31 -0.91 2.51 -0.05
C -0.8644 0.9918 -1.4522 0.39 3.57 3.11 -0.16
C -1.2508 2.5938 -1.7367 1.38 -2.03 3.80 0.01
C -1.0781 3.6991 -0.5028 0.89 -2.71 0.70 -0.07
C -0.5013 3.3375 0.9925 -0.50 -3.59 -3.31 -0.06
C -0.1166 1.7433 1.2805 -1.56 0.88 -3.40 -0.08
C -0.3246 0.6344 0.0900 -1.03 2.96 -1.18 -0.37
S 0.0441 -1.2193 0.3721 -2.07 1.11 -1.33 0.78
H -4.6650 -3.7491 -3.0507 2.23 1.36 1.30 0.10
H -3.9683 -4.9228 -0.5615 1.31 2.37 -1.30 0.09
H -1.8548 -3.8340 1.0113 -0.73 1.03 -2.47 0.09
H -0.0386 -0.3846 -2.8658 -1.48 0.71 0.66 0.14
H -1.6553 2.8661 -2.8072 0.91 -0.44 2.51 0.09
H -1.3853 4.8326 -0.7138 0.77 -2.86 0.44 0.09
H -0.3761 4.1421 1.8597 -0.34 -1.94 -2.26 0.10
H 0.3049 1.3775 2.3343 -1.23 0.89 -2.64 0.09
C 4.0710 -0.2355 2.9486 0.00 -0.02 0.00 -0.07
C 5.0335 0.4595 3.6733 -0.21 -0.12 -0.15 -0.08
C 4.8934 1.8321 3.8015 -0.67 0.60 -0.34 -0.15
N 3.8766 2.5375 3.2595 0.13 -1.02 -0.07 0.06
C 2.9586 1.8357 2.5600 0.62 0.64 0.47 -0.15
C 3.0108 0.4628 2.3799 0.24 -0.09 0.15 -0.08
H 4.1466 -1.3122 2.8276 -0.01 0.12 0.01 0.11
H 5.8724 -0.0553 4.1278 -0.07 0.06 -0.03 0.10
H 5.6168 2.4187 4.3603 -0.03 -0.07 -0.03 0.10
H 2.1527 2.4259 2.1327 0.20 -0.08 0.01 0.07
H 2.2442 -0.0496 1.8098 0.09 0.05 0.02 0.05
```
Forces are in eV/Å.

Computed properties:
- Gap between HOMO and LUMO: 7.4 eV
- E: -44998.768 eV
- E_LUMO: -0.9 eV
- SMILES: S=C=Nc1cccc2c1Nc1ccccc1S2.c1ccncc1